This record from the Open Molecules 2025 dataset describes a cluster of 3 separate species, C4H14NO3 in total. The level of theory is the ωB97M-V functional and the def2-TZVPD basis.

The calculation puts the HOMO energy at -3.79 eV. The orbital gap comes out at 0.278 Ha. The energy relative to the best compared isomer or geometry (same formula, charge and spin) is 6.95 kcal/mol. As for the charge: -1. The multiplicity is 1. The calculation puts the energy at -441.30773 Ha.

The geometry in XYZ format:
```
22
C4H14NO3 the ωB97M-V functional and the def2-TZVPD basis
C -0.173 0.011 0.288
O 0.565 -0.385 -0.813
C -1.479 0.659 -0.147
C -2.233 1.367 0.972
C -1.474 2.584 1.517
N -2.356 -0.315 -0.796
H 0.462 0.711 0.872
H -0.476 -0.852 0.931
H -1.285 1.391 -0.930
H -2.481 0.638 1.750
H -3.210 1.711 0.652
H -0.614 2.267 2.118
H -1.124 3.163 0.657
H -2.103 3.274 2.101
H -2.687 -0.963 -0.089
H -1.750 -0.852 -1.409
H 3.020 -0.546 0.528
H 2.044 -0.357 -0.645
O 3.057 -0.329 -0.410
H 2.169 -2.827 -0.986
H 3.547 -2.388 -0.491
O 3.050 -3.167 -0.794
```



This record from the Open Molecules 2025 dataset describes a structure of composition C29H25ClPRuS. The level of theory is the ωB97M-V functional and the def2-TZVPD basis.

The calculation puts the HOMO energy (spin up / spin down) at -9.94 / -11.04 eV. The orbital gap (spin up / spin down) comes out at 0.230 / 0.110 Ha. As for the charge: +1. The multiplicity is 5. The calculation puts the energy at -2414.31042 Ha.

The geometry in XYZ format:
```
58
C29H25ClPRuS the ωB97M-V functional and the def2-TZVPD basis
C -1.089 -1.303 0.713
C -0.993 -1.557 -0.693
C 0.411 -1.841 -0.986
H -1.846 -1.623 -1.341
C 1.148 -1.564 0.224
C 0.229 -1.226 1.241
H 0.491 -0.899 2.236
H -2.034 -1.177 1.245
H 0.799 -2.287 -1.882
H 2.199 -1.639 0.367
Ru 0.186 0.300 -0.892
Cl 2.079 1.571 -0.907
P 0.070 0.304 -3.104
C 1.110 -0.763 -4.228
C 0.670 -1.330 -5.444
H -0.364 -1.229 -5.757
C 1.556 -2.010 -6.307
H 1.168 -2.462 -7.222
C 2.905 -2.096 -5.988
H 3.601 -2.621 -6.663
C 3.383 -1.491 -4.802
H 4.442 -1.556 -4.561
C 2.508 -0.820 -3.951
H 2.883 -0.305 -3.067
C -1.516 -0.094 -3.988
C -2.173 -1.309 -3.647
H -1.718 -1.971 -2.921
C -3.363 -1.682 -4.240
H -3.873 -2.584 -3.918
C -3.910 -0.890 -5.272
H -4.857 -1.188 -5.748
C -3.238 0.249 -5.695
H -3.630 0.856 -6.511
C -2.034 0.636 -5.072
H -1.503 1.498 -5.463
C 0.412 1.854 -4.031
C 1.027 1.925 -5.294
H 1.386 1.030 -5.788
C 1.166 3.153 -5.964
H 1.673 3.176 -6.928
C 0.659 4.316 -5.398
H 0.754 5.276 -5.928
C 0.011 4.258 -4.143
H -0.382 5.169 -3.704
C -0.120 3.049 -3.474
H -0.634 2.996 -2.517
S -0.881 1.458 0.990
C -1.156 1.072 2.673
C -0.120 1.195 3.632
C -0.295 0.812 4.971
C -1.540 0.365 5.436
C -2.617 0.398 4.559
C -2.446 0.766 3.212
H 0.852 1.557 3.277
H 0.571 0.850 5.656
H -1.648 0.023 6.460
H -3.604 0.110 4.931
H -3.302 0.783 2.533
```



This record from the Open Molecules 2025 dataset describes a cluster of 2 separate species, C3H4N3 in total. The level of theory is the ωB97M-V functional and the def2-TZVPD basis.

The calculation puts the HOMO energy (spin up / spin down) at -14.77 / -14.77 eV. The orbital gap (spin up / spin down) comes out at 0.196 / 0.196 Ha. The energy relative to the best compared isomer or geometry (same formula, charge and spin) is 148.24 kcal/mol. As for the charge: +1. The multiplicity is 1. The calculation puts the energy at -280.39284 Ha.

The geometry in XYZ format:
```
10
C3H4N3 the ωB97M-V functional and the def2-TZVPD basis
C 0.068 -2.350 0.580
C -0.460 -0.474 -0.324
C -0.653 1.664 -0.857
N -0.932 -2.520 -0.272
N -1.334 -1.363 -0.707
N 0.483 -0.970 0.506
H 0.457 -3.281 1.001
H -0.727 2.272 -0.059
H -1.081 1.407 -1.743
H 1.337 -0.473 0.820
```



This record from the Open Molecules 2025 dataset describes a structure of composition C4H9NOS. The level of theory is the ωB97M-V functional and the def2-TZVPD basis.

The calculation puts the HOMO energy (spin up / spin down) at -9.06 / -9.06 eV. The orbital gap (spin up / spin down) comes out at 0.317 / 0.317 Ha. The energy relative to the best compared isomer or geometry (same formula, charge and spin) is 111.68 kcal/mol. The multiplicity is 1. The calculation puts the energy at -685.84097 Ha.

The geometry in XYZ format:
```
16
C4H9NOS the ωB97M-V functional and the def2-TZVPD basis
C 0.044 0.010 1.352
C -1.542 1.002 -0.397
C -0.503 -1.403 -0.519
C -0.594 -0.127 0.239
N 1.967 0.920 -0.827
O 2.726 -1.146 -0.182
S 2.179 0.047 0.468
H 0.446 -0.725 1.949
H 1.595 1.953 -0.342
H 0.041 0.967 1.931
H -1.456 0.939 -1.449
H -1.018 1.972 0.066
H -2.447 0.737 0.116
H 0.273 -2.028 -0.230
H -1.451 -2.007 -0.653
H -0.259 -1.112 -1.523
```